Entry from the OMol25 dataset: a cluster of 2 separate species, C2H10N2O in total in a non-equilibrium geometry (ωB97M-V with the def2-TZVPD basis set).

Each line ends with the Löwdin charge.
Cartesian coordinates (Å):
O -0.29976 1.48079 2.76056  0.013
N -0.12892 0.42355 -0.58872  0.118
N -0.86206 -1.77252 -1.44818  0.054
C 1.31189 0.30368 -0.47219  -0.014
C -0.87476 -0.77436 -0.34403  -0.234
H -0.62324 1.47129 1.88568  -0.024
H 0.51992 1.94194 2.71311  0.039
H 0.12184 -2.01687 -1.72441  0.099
H -1.34482 -1.26738 -2.20526  0.098
H -0.36169 0.97270 0.19749  0.093
H -0.41392 -1.06444 0.59904  0.152
H 1.47787 -0.10372 0.59925  0.160
H -1.96393 -0.66487 -0.02613  0.176
H 1.72102 -0.30622 -1.34045  0.125
H 1.72057 1.37642 -0.60578  0.145

Cartesian forces (eV/Å) of the 2 atoms listed first:
O -0.22 -0.91 1.11
N 0.75 -1.29 2.22

Properties
F_max (hartree/bohr): 0.081
Frontier orbital gap (spin up / spin down) (eV): 11.59 / 6.24
Charge: +1
2S+1: 2